# 1
# C5H8N2

A cluster of 2 separate species, C5H8N2 in total at a distorted geometry (ωB97M-V with the def2-TZVPD basis set, the Open Molecules 2025 dataset).

Last column: natural (NBO) charge in e.
Atoms and positions in Å:
C (-0.72775, -0.57325, -2.19006)  -0.530
N (-0.67354, 0.02888, -0.84943)  -0.354
C (-0.24409, 1.27258, -0.61861)  0.129
C (0.35623, 1.37163, 0.64170)  -0.415
C (0.40102, 0.05842, 1.13672)  0.257
N (0.76557, -0.32972, 2.40456)  -0.777
C (-0.13382, -0.80980, 0.12554)  -0.293
H (0.75834, -1.24637, -1.30100)  0.153
H (-1.03063, -1.62194, -2.21570)  0.184
H (-1.47835, -0.00373, -2.80115)  0.188
H (-0.32899, 2.04571, -1.37695)  0.220
H (0.63844, 2.27547, 1.16780)  0.228
H (1.16395, 0.38610, 2.99696)  0.385
H (1.28331, -1.19398, 2.47783)  0.392
H (-0.74971, -1.66002, 0.40177)  0.231

multiplicity	1
molecular weight	96.1	g mol⁻¹
E_tot	-8289.598	eV
E_LUMO (spin up / spin down)	-0.064 / -0.070	eV

***

# 2
# FH2PS

A cluster of 2 separate species, FH2PS in total (ωB97M-V with the def2-TZVPD basis set, the Open Molecules 2025 dataset).

Last column: natural (NBO) charge in e.
Atoms and positions in Å:
F (-0.96296, -1.98307, -0.53284)  -0.582
P (0.44703, -2.24029, 0.16530)  0.718
S (-0.03816, 1.90880, 0.15184)  -0.094
H (0.57145, -0.87308, 0.41156)  -0.136
H (-0.01737, 3.18764, -0.19587)  0.094

multiplicity	1
molecular weight	84.1	g mol⁻¹
E_tot	-22871.399	eV
E_LUMO (spin up / spin down)	-0.951 / -2.607	eV